C2H6N2 in the gas phase in a non-equilibrium geometry, computed with ωB97M-V/def2-TZVPD.

Its structure (SMILES) is N/C=C/N. The gap between HOMO and LUMO comes out at 10.1 eV.

The geometry in XYZ format:
```
10
Properties=species:S:1:pos:R:3:mulliken_charge:R:1
C -0.581 0.067 -0.435 -0.2533
C 0.577 0.126 0.215 -0.1443
N 0.843 0.926 1.360 -0.4993
N -0.854 -0.963 -1.414 -0.5876
H -1.332 0.850 -0.463 0.3375
H 1.412 -0.493 -0.105 0.2388
H 0.320 0.683 2.183 0.2048
H 1.031 1.911 1.294 0.2001
H -0.004 -1.442 -1.694 0.2496
H -1.412 -1.665 -0.941 0.2536
```


9 unconnected molecules or ions with the total composition BH20O8 in a non-equilibrium geometry, computed with ωB97M-V/def2-TZVPD.

Its net charge is -1. The gap between HOMO and LUMO comes out at 10.2 eV.

The geometry in XYZ format:
```
29
Properties=species:S:1:pos:R:3:mulliken_charge:R:1
B 5.838 -13.218 14.425 -1.7515
H 4.921 -12.606 14.611 0.0618
H 6.185 -13.640 15.395 -0.1834
H 5.684 -14.047 13.693 0.1865
H 6.594 -12.444 14.158 -0.0097
O 5.897 -10.099 13.941 -0.6782
H 5.839 -11.065 13.982 0.4726
H 6.335 -9.923 13.106 0.2978
O 6.951 -15.059 17.874 -0.7111
H 7.271 -14.195 17.573 0.4164
H 6.495 -15.429 17.113 0.3098
O 4.303 -12.335 11.950 -0.7753
H 4.027 -13.120 11.469 0.3245
H 4.593 -12.669 12.813 0.7209
O 6.811 -12.666 10.922 -0.6428
H 5.882 -12.607 11.196 0.3960
H 6.878 -12.078 10.167 0.2772
O 3.203 -14.589 14.831 -0.6873
H 2.660 -13.799 14.793 0.3091
H 4.111 -14.259 14.757 0.5956
O 7.285 -12.419 17.147 -0.7417
H 6.881 -12.467 16.266 0.5040
H 6.650 -11.929 17.675 0.3038
O 8.566 -14.037 13.948 -0.6421
H 8.618 -14.993 14.023 0.3008
H 7.616 -13.845 13.920 0.4617
O 5.897 -16.319 15.057 -0.6622
H 5.896 -16.890 14.286 0.2381
H 5.960 -15.424 14.698 0.3088
```


C2H5N3S in the gas phase in a non-equilibrium geometry, computed with ωB97M-V/def2-TZVPD.

Its structure (SMILES) is C/C=N/N=[NH+]\[S-]. The gap between HOMO and LUMO (spin up / spin down) comes out at 8.4 / 8.4 eV.

The geometry in XYZ format:
```
11
Properties=species:S:1:pos:R:3:mulliken_charge:R:1
C 0.464 0.161 -0.526 -0.0355
C 0.274 0.507 -1.974 -0.7508
N -0.375 -0.540 0.077 -0.0160
N -0.352 -1.137 1.267 -0.3486
N -0.622 -0.614 2.359 0.0216
S -1.244 0.835 2.730 -0.2965
H 1.359 0.524 0.031 0.3599
H -0.268 -0.310 -2.449 0.2572
H 1.370 0.446 -2.462 0.2405
H -0.169 1.504 -2.213 0.2416
H -0.436 -1.375 3.158 0.3266
```


A molecular structure, C2H10NO3 in a non-equilibrium geometry, computed with ωB97M-V/def2-TZVPD.

Its net charge is -1. The gap between HOMO and LUMO comes out at 8.7 eV.

The geometry in XYZ format:
```
16
Properties=species:S:1:pos:R:3:mulliken_charge:R:1
C -0.899 0.010 1.051 -0.4137
O -0.985 -0.397 -0.267 -0.8379
C 0.313 -0.483 1.834 -0.4565
N 1.567 0.200 1.442 -0.7630
H -0.977 1.205 1.196 0.1788
H -1.836 -0.186 1.633 0.2482
H 0.022 -0.268 2.970 0.2404
H 0.323 -1.609 1.768 0.2478
H 1.622 -0.072 0.427 0.4429
H 1.259 1.179 1.424 0.3039
H 0.062 -0.608 -0.996 0.4386
H 1.084 -1.767 -1.399 0.2403
O 1.106 -0.816 -1.374 -0.8773
H -0.289 0.878 -2.273 0.3110
H -1.431 0.974 -1.404 0.4068
O -1.067 1.442 -2.175 -0.7103
```


C4H9NO in the gas phase in a non-equilibrium geometry, computed with ωB97M-V/def2-TZVPD.

Its structure (SMILES) is CCNC(C)=O. The gap between HOMO and LUMO comes out at 10.3 eV.

The geometry in XYZ format:
```
15
Properties=species:S:1:pos:R:3:mulliken_charge:R:1
C 1.391 0.978 -0.641 -1.1638
C 0.087 0.615 -1.312 0.6572
N -0.620 -0.515 -0.986 -0.1925
C -0.602 -1.199 0.315 -0.5989
C -0.449 -0.263 1.501 -0.9501
O -0.446 1.484 -1.988 -0.6244
H 1.205 1.793 0.051 0.2977
H 2.052 1.331 -1.431 0.3189
H 1.912 0.180 -0.110 0.3565
H -1.490 -0.449 -1.494 0.2753
H -1.557 -1.707 0.413 0.3848
H 0.084 -2.040 0.208 0.2780
H -1.401 0.211 1.591 0.3093
H -0.523 -0.869 2.409 0.3501
H 0.357 0.452 1.474 0.3019
```


4 unconnected molecules or ions with the total composition C3H8O, computed with ωB97M-V/def2-TZVPD.

The gap between HOMO and LUMO comes out at 10.6 eV.

The geometry in XYZ format:
```
12
Properties=species:S:1:pos:R:3:mulliken_charge:R:1
C 1.496 0.387 -0.041 -0.6918
C 0.706 -0.397 -0.844 -0.2155
O -1.310 -0.382 -0.122 -0.4967
C -1.559 0.368 0.853 -0.3075
H 1.814 1.368 -0.388 0.3170
H 0.489 0.909 0.903 -0.1562
H 2.131 -0.079 0.710 0.3093
H 0.645 -1.468 -0.701 0.2155
H 0.302 -0.015 -1.773 0.2237
H -0.302 1.035 1.290 0.1819
H -2.063 1.338 0.690 0.3079
H -1.709 -0.062 1.860 0.3124
```


2 unconnected molecules or ions with the total composition CH6N2O in a non-equilibrium geometry, computed with ωB97M-V/def2-TZVPD.

Its structure (SMILES) is C=[NH+][O-].N. The gap between HOMO and LUMO comes out at 9.6 eV.

The geometry in XYZ format:
```
10
Properties=species:S:1:pos:R:3:mulliken_charge:R:1
C 2.254 -0.574 0.963 -0.4262
N 1.585 -0.171 -0.089 0.2567
N -1.031 1.126 0.367 -0.7005
O 1.972 0.202 -1.206 -0.5961
H 3.299 -0.336 1.156 0.2862
H 1.559 -0.801 1.841 0.1968
H 0.613 -0.348 -0.109 0.2848
H -0.447 1.906 0.223 0.2411
H -1.284 1.043 1.362 0.2275
H -1.870 1.470 -0.133 0.2299
```


A molecular structure, C53H55Cl3GeN8O5SW in a non-equilibrium geometry, computed with ωB97M-V/def2-TZVPD.

The gap between HOMO and LUMO (spin up / spin down) comes out at 3.3 / 4.4 eV.

The geometry in XYZ format:
```
127
Properties=species:S:1:pos:R:3:mulliken_charge:R:1
W -0.512 0.527 0.165 1.0019
C -4.321 -1.317 -0.006 -1.9508
C -3.077 -0.948 0.748 0.4475
O -2.098 -0.462 0.036 -0.0162
C -2.925 -1.071 2.119 -1.1721
C -1.789 -0.669 2.818 1.2267
C -1.691 -0.899 4.295 -1.7707
N -0.756 -0.030 2.201 1.9183
N 0.302 0.261 3.014 -0.7549
C 1.211 0.938 2.394 -0.1124
O 1.018 1.281 1.139 0.5120
C 2.439 1.351 3.078 0.1314
C 3.293 2.282 2.484 -0.1174
C 4.433 2.718 3.146 -0.7800
C 4.748 2.221 4.403 -0.6263
C 3.909 1.281 4.994 -0.7549
C 2.767 0.845 4.340 -0.3659
H -4.065 -1.618 -1.023 0.3231
H -4.995 -0.457 -0.075 0.3153
H -4.863 -2.123 0.494 0.4654
H -3.742 -1.503 2.690 0.3579
H -2.622 -1.328 4.668 0.4716
H -1.487 0.044 4.810 0.2669
H -0.857 -1.567 4.538 0.2217
H 3.031 2.681 1.512 0.2396
H 5.069 3.466 2.685 0.4157
H 5.633 2.567 4.924 0.3769
H 4.142 0.891 5.980 0.4177
H 2.103 0.120 4.795 0.4078
N 1.151 1.519 -1.345 -0.0782
C 1.024 1.282 -2.770 2.4104
C 2.366 1.038 -3.481 -1.1423
C 3.372 -0.044 -3.042 -0.7149
C 2.946 -1.506 -3.083 -1.0677
N 2.298 -1.865 -4.352 -0.0473
C 2.779 -1.607 -5.523 0.7356
N 1.917 -1.504 -6.537 -0.4926
N 4.093 -1.469 -5.741 -0.3897
C -0.048 0.194 -2.965 -0.7441
O -0.300 -0.223 -4.125 -0.8520
O -0.642 -0.172 -1.919 -0.6625
H 0.997 2.492 -1.161 -0.4287
H 2.078 1.307 -1.015 -0.0350
H 0.611 2.177 -3.236 -1.0608
H 2.909 1.984 -3.430 0.5148
H 2.124 0.877 -4.534 0.4020
H 3.755 0.154 -2.036 0.5744
H 4.221 0.066 -3.719 0.4965
H 2.240 -1.745 -2.292 0.3278
H 3.828 -2.130 -2.913 0.3339
H 1.265 -1.716 -4.328 0.1673
H 0.975 -1.226 -6.269 0.2742
H 2.253 -1.088 -7.391 0.2446
H 4.681 -2.021 -5.132 0.2340
H 4.373 -1.532 -6.709 0.2579
C -1.639 2.152 0.046 -0.9837
Ge -1.088 3.989 0.082 1.6887
C -0.058 4.611 1.635 0.3189
C 0.435 5.918 1.676 -0.3782
C 1.061 6.404 2.816 -0.7010
C 1.209 5.584 3.931 -0.5883
C 0.696 4.295 3.914 -0.3011
C 0.048 3.821 2.778 -0.1119
C -0.106 4.490 -1.572 -0.6188
C 1.238 4.867 -1.609 0.3237
C 1.874 5.143 -2.817 -0.7326
C 1.167 5.063 -4.010 -0.5853
C -0.176 4.697 -3.994 -0.9219
C -0.799 4.403 -2.786 -0.4137
C -2.635 5.222 0.160 0.0880
C -2.936 6.209 -0.780 -0.2861
C -4.072 7.003 -0.646 -0.6596
C -4.924 6.822 0.434 -0.4223
C -4.630 5.857 1.391 -0.7088
C -3.497 5.067 1.251 -0.5505
H -2.717 2.085 -0.148 0.7011
H 0.320 6.562 0.807 0.3538
H 1.424 7.426 2.843 0.4151
H 1.714 5.956 4.814 0.4016
H 0.805 3.654 4.782 0.4301
H -0.398 2.836 2.780 0.0490
H 1.792 4.957 -0.677 0.3878
H 2.921 5.428 -2.829 0.4536
H 1.656 5.294 -4.950 0.3792
H -0.732 4.636 -4.923 0.4223
H -1.842 4.099 -2.779 0.4632
H -2.272 6.365 -1.625 0.2327
H -4.290 7.765 -1.387 0.3941
H -5.815 7.432 0.531 0.3649
H -5.283 5.724 2.246 0.3796
H -3.271 4.311 2.001 0.3622
Cl 3.805 -7.966 -1.777 -0.2256
C 2.540 -7.152 -0.901 0.4313
C 1.380 -6.778 -1.547 -1.0597
C 0.364 -6.188 -0.810 -0.0473
C 0.486 -5.975 0.557 -0.5275
C -0.679 -5.515 1.400 -0.6714
C -0.537 -4.148 2.125 -1.3523
N 0.272 -3.086 1.535 1.0117
C 1.470 -2.608 2.023 -0.8184
C 1.843 -1.614 1.184 -1.0066
N 0.884 -1.441 0.203 0.0032
C -0.024 -2.385 0.422 -0.9513
O -1.850 -5.528 0.616 0.0056
C -2.984 -6.091 1.265 -0.6839
C -4.071 -6.231 0.253 -0.2125
C -4.734 -7.382 -0.031 0.6423
Cl -4.484 -8.925 0.680 -0.2368
S -5.942 -7.166 -1.235 -0.1919
C -5.548 -5.502 -1.383 -0.4242
C -4.550 -5.146 -0.542 -0.5781
C 1.680 -6.346 1.162 0.8868
Cl 1.881 -6.184 2.877 -0.2110
C 2.710 -6.932 0.448 -0.8453
H 1.259 -6.976 -2.604 0.4499
H -0.571 -5.925 -1.289 0.5407
H -0.760 -6.257 2.202 0.7785
H -0.150 -4.345 3.118 0.6637
H -1.541 -3.731 2.223 0.1737
H 1.915 -2.974 2.935 0.6327
H 2.725 -0.994 1.236 0.6820
H -0.879 -2.592 -0.202 0.9740
H -3.315 -5.437 2.079 0.2711
H -2.737 -7.066 1.689 0.4493
H -6.089 -4.884 -2.087 0.4486
H -4.128 -4.149 -0.486 0.5510
H 3.613 -7.252 0.953 0.4484
```


CH5IN2 in the gas phase in a non-equilibrium geometry, computed with ωB97M-V/def2-TZVPD.

Its structure (SMILES) is CN(N)I. The gap between HOMO and LUMO comes out at 8.8 eV.

The geometry in XYZ format:
```
9
Properties=species:S:1:pos:R:3:mulliken_charge:R:1
C -0.927 0.327 0.026 -0.7003
N 1.396 0.033 0.036 -0.3433
N 0.144 -0.407 0.543 -0.3935
I -0.051 -2.500 0.142 0.0495
H -1.921 -0.118 0.306 0.2588
H -0.816 1.402 0.368 0.3014
H -1.235 0.417 -1.017 0.3632
H 1.948 0.661 0.608 0.2237
H 1.462 0.186 -1.014 0.2405
```


12 unconnected molecules or ions with the total composition C6H33NO12 in a non-equilibrium geometry, computed with ωB97M-V/def2-TZVPD.

Its structure (SMILES) is C[C@@H]1CCCN1C=O.O.O.O.O.O.O.O.O.O.O.O. The gap between HOMO and LUMO comes out at 9.8 eV.

The geometry in XYZ format:
```
52
Properties=species:S:1:pos:R:3:mulliken_charge:R:1
C -0.780 0.571 0.205 -0.5474
N -0.482 1.658 -0.541 0.2969
C -0.369 2.929 0.149 -0.6387
C -1.194 3.892 -0.910 -0.8739
C -0.994 3.109 -2.239 -0.6854
C -0.429 1.733 -1.949 0.1171
C 1.072 1.597 -2.533 -1.1353
O -0.653 -0.449 -0.472 0.0166
H -1.115 0.501 1.209 0.6143
H -0.776 2.994 1.186 0.3079
H 0.593 3.389 0.269 0.3195
H -2.216 3.893 -0.694 0.3569
H -0.813 4.837 -1.038 0.3831
H -0.460 3.732 -2.945 0.4066
H -2.049 2.944 -2.708 0.2548
H -1.056 0.914 -2.483 0.3003
H 1.412 0.564 -2.281 -0.4992
H 1.020 1.654 -3.554 0.5706
H 1.582 2.398 -2.048 0.5992
H 0.995 0.519 3.611 0.4128
H 0.148 -0.144 4.710 0.3185
O 0.661 0.647 4.483 -0.7107
H -0.265 -0.766 -2.474 0.1843
H -0.108 -1.965 -3.327 0.2371
O 0.227 -1.125 -3.230 -0.5900
H -1.470 -0.740 3.023 0.1604
H 0.014 -1.326 3.033 0.2844
O -0.681 -0.771 2.714 -0.4044
H 2.918 -0.233 -2.421 0.4087
H 3.304 -1.054 -1.114 0.3168
O 3.662 -0.406 -1.795 -0.6454
H -0.639 -2.261 0.623 0.3803
H -0.749 -3.687 0.787 0.2579
O -0.324 -2.986 1.151 -0.7025
H 1.788 -0.139 0.230 0.3122
H 1.007 -1.307 0.793 0.3633
O 1.893 -0.809 0.818 -0.8275
H 0.596 3.489 3.293 0.2981
H 0.119 2.190 3.997 0.3696
O -0.123 2.777 3.316 -0.6487
H 2.307 -1.716 4.073 0.2572
H 2.042 -1.625 2.431 0.3870
O 1.723 -1.820 3.319 -0.6570
H -3.613 -0.321 0.582 0.3297
H -3.246 -0.959 -0.551 0.3498
O -4.125 -0.870 -0.022 -0.6579
H 0.670 -4.353 -0.381 0.3446
H 1.520 -3.919 -1.456 0.2593
O 1.055 -4.566 -1.150 -0.5594
H -0.772 -4.170 -2.557 0.3332
H -1.524 -4.687 -1.350 0.3043
O -1.299 -3.756 -1.779 -0.6300
```


A gas-phase ion, C2H5N2O (charge +1) in a non-equilibrium geometry, computed with ωB97M-V/def2-TZVPD.

Its net charge is +1. Its structure (SMILES) is [NH2+]=C1CON1. The gap between HOMO and LUMO comes out at 10.9 eV.

The geometry in XYZ format:
```
10
Properties=species:S:1:pos:R:3:mulliken_charge:R:1
C 0.067 -0.254 0.054 0.5123
C 1.056 0.815 0.111 -0.3243
N 0.993 -1.205 0.015 -0.0359
N -1.231 -0.313 -0.014 -0.3456
O 2.127 -0.096 -0.110 -0.2321
H 1.058 1.510 -0.627 0.2885
H 1.280 1.453 0.957 0.2911
H 1.276 -2.127 -0.278 0.3035
H -1.684 0.584 -0.231 0.2826
H -1.763 -1.144 -0.206 0.2600
```


A gas-phase ion, C8H12Cl2N3O (charge +1) in a non-equilibrium geometry, computed with ωB97M-V/def2-TZVPD.

Its net charge is +1. Its structure (SMILES) is C=CC[C@H](O)[C@@]1(Cl)C=NC(=[NH2+])N[C@@H]1Cl. The gap between HOMO and LUMO comes out at 8.7 eV.

The geometry in XYZ format:
```
26
Properties=species:S:1:pos:R:3:mulliken_charge:R:1
C -0.780 0.207 -1.289 -0.8499
C -0.559 -1.917 -0.561 0.6435
C 3.110 0.872 -0.613 -0.9773
C 1.836 1.251 -0.711 0.1687
C -2.176 -0.516 0.710 -0.0067
C -1.302 0.655 -0.001 0.7619
C 0.999 1.992 0.381 -1.1348
C -0.247 1.254 0.971 -0.0715
N -0.445 -1.002 -1.576 -0.5091
N -1.495 -1.769 0.356 -0.1918
N 0.079 -3.128 -0.608 -0.3781
O 0.109 0.137 1.808 -0.5094
Cl -3.859 -0.592 0.074 -0.1173
Cl -2.390 1.983 -0.532 -0.0639
H -0.857 1.007 -2.132 0.5225
H 3.567 0.456 -1.500 0.2610
H 3.730 0.903 0.196 0.3405
H 1.283 1.282 -1.593 0.3681
H -2.047 -0.498 1.826 0.4242
H 1.585 2.132 1.243 0.5401
H 0.626 2.947 0.049 0.3413
H -0.757 2.036 1.593 0.3892
H -1.556 -2.634 0.968 0.2258
H 0.598 -3.597 -1.395 0.2843
H -0.021 -3.694 0.219 0.1874
H 0.968 0.232 2.113 0.3514
```


Going through the records in order, we get DFT total energy values of -5150.24581 -17381.68555 -17456.89160 -9869.20754 -7831.42087 -5284.03676 -6159.33386 -184756.51624 -12196.52877 -32814.31962 -7172.39914 -40045.02398 eV.